(1)
54
Properties=species:S:1:pos:R:3:nbo_charge:R:1 method="wB97M-V/def2-TZVPD" lumo_ev=0.3 molar_mass_g_mol=288.4 gap_ev=9.97 e_homo_ev=-9.6514
C 2.857 -1.702 2.089 -0.237
O 3.054 -2.910 2.696 -0.702
H 2.358 -0.878 2.540 0.180
H 2.328 -1.979 1.273 0.158
H 3.824 -1.343 1.875 0.149
H 3.456 -3.361 2.024 0.454
C -0.238 -0.118 -0.193 -0.236
O -0.128 0.688 0.987 -0.728
H 0.397 -0.906 -0.222 0.150
H -0.034 0.460 -1.040 0.177
H -1.246 -0.686 -0.273 0.172
H 0.518 1.256 0.946 0.465
C -0.828 4.126 1.685 -0.288
O -0.967 5.535 1.787 -0.694
H -1.263 3.684 0.879 0.188
H -1.012 3.461 2.482 0.185
H 0.119 3.871 1.083 0.164
H -0.944 5.833 2.543 0.444
C -3.890 -2.691 -0.898 -0.288
O -5.252 -2.582 -0.534 -0.735
H -3.068 -3.103 -0.037 0.154
H -3.383 -1.764 -1.447 0.213
H -3.651 -3.623 -1.640 0.172
H -5.603 -3.491 -0.334 0.483
C 3.608 1.115 -0.690 -0.251
O 2.304 1.512 -1.152 -0.735
H 4.395 1.461 -1.127 0.166
H 3.765 0.105 -0.846 0.181
H 3.842 1.473 0.343 0.172
H 2.270 2.421 -1.261 0.477
C 2.192 2.091 3.312 -0.242
O 2.252 2.776 2.073 -0.764
H 3.180 2.136 3.779 0.164
H 2.011 0.873 3.276 0.186
H 1.558 2.622 3.965 0.174
H 2.841 3.519 1.993 0.483
C -4.164 0.990 0.522 -0.239
O -4.703 0.035 1.289 -0.713
H -3.669 1.785 1.234 0.173
H -4.951 1.320 -0.139 0.155
H -3.279 0.810 -0.115 0.149
H -4.922 -0.687 0.786 0.474
C 0.808 -0.277 -4.296 -0.185
O 1.593 0.868 -4.006 -0.742
H 1.179 -1.075 -4.104 0.127
H 0.627 -0.290 -5.372 0.173
H -0.233 -0.249 -3.607 0.130
H 1.863 0.789 -3.032 0.484
C -0.208 -4.037 -1.457 -0.243
O -0.775 -3.495 -2.675 -0.755
H 0.848 -3.848 -1.469 0.169
H -0.582 -4.930 -1.466 0.172
H -0.613 -3.708 -0.514 0.183
H -0.415 -3.878 -3.499 0.476

***

(2)
100
Properties=species:S:1:pos:R:3:mulliken_spin:R:1 method="wB97M-V/def2-TZVPD" total_charge=-1 lumo_ev="2.3 / 2.2" molar_mass_g_mol=596.8 spin_multiplicity=2 gap_ev="1.92 / 8.75" e_homo_ev="0.3401 / -6.5561"
C 1.540 -3.959 3.100 0.191
O 1.892 -3.409 4.103 -0.130
N 0.591 -3.537 2.285 -0.330
N 1.853 -5.235 2.914 0.006
H 0.016 -2.823 2.709 0.052
H 0.189 -4.066 1.524 0.067
H 2.318 -5.676 3.694 0.020
H 1.319 -5.851 2.318 -0.014
C 0.088 0.535 -0.712 0.149
O 0.119 0.847 -1.876 -0.053
N 0.565 -0.553 -0.188 -0.223
N -0.622 1.208 0.170 -0.247
H 0.164 -0.770 0.714 0.061
H 0.943 -1.272 -0.789 0.014
H -0.486 0.910 1.125 0.166
H -1.125 2.030 -0.131 -0.080
C -0.339 -0.143 3.941 6.741
O -0.459 -0.797 2.894 -3.214
N -1.118 0.792 4.348 -1.319
N 0.688 -0.404 4.640 -0.993
H -1.940 1.025 3.809 0.220
H -0.931 1.273 5.216 -0.326
H 1.171 -1.289 4.591 0.087
H 0.922 0.352 5.268 -0.197
C 1.909 -0.912 -4.292 0.014
O 2.758 -1.241 -5.077 -0.003
N 1.310 0.244 -4.194 0.002
N 1.210 -1.667 -3.428 -0.002
H 0.670 0.382 -3.425 0.016
H 1.523 0.998 -4.832 0.000
H 1.329 -2.663 -3.306 -0.001
H 0.430 -1.185 -3.006 -0.002
C 5.750 0.281 -1.741 -0.004
C 5.473 -1.178 -1.363 -0.006
C 4.357 -1.430 -0.294 0.019
O 4.606 -0.779 0.906 -0.003
C 3.568 -0.871 1.849 -0.160
N 5.116 -1.838 -2.565 -0.001
H 6.639 0.362 -2.366 0.000
H 6.148 0.814 -0.877 0.000
H 4.956 0.848 -2.227 0.001
H 6.384 -1.664 -1.013 0.000
H 4.283 -2.514 -0.211 0.000
H 3.450 -1.052 -0.766 0.002
H 3.650 -0.012 2.515 -0.014
H 3.522 -1.875 2.271 0.016
H 2.558 -0.788 1.449 0.084
H 5.670 -1.796 -3.409 0.000
H 4.168 -1.667 -2.870 0.001
C -3.007 -5.396 -1.082 0.001
C -1.963 -4.528 -0.401 -0.004
C -2.625 -3.398 0.364 -0.230
O -2.975 -2.392 -0.492 -0.007
C -3.345 -1.275 0.312 -0.002
N -1.146 -5.317 0.506 0.024
H -3.837 -4.846 -1.525 0.005
H -3.482 -6.132 -0.433 0.004
H -2.732 -5.943 -1.984 -0.005
H -1.353 -4.177 -1.234 0.016
H -1.966 -2.930 1.095 0.115
H -3.558 -3.665 0.861 -0.007
H -4.243 -1.366 0.923 -0.036
H -3.665 -0.546 -0.432 0.003
H -2.508 -0.818 0.840 -0.002
H -1.654 -5.495 1.361 -0.018
H -1.075 -6.235 0.091 -0.010
C -0.713 5.121 -2.062 -0.129
C 0.761 5.504 -2.277 0.030
C 1.532 4.287 -2.748 0.038
O 2.882 4.612 -3.304 -0.007
C 3.536 3.363 -3.547 -0.005
N 0.858 6.582 -3.242 -0.012
H -1.196 4.745 -2.964 0.023
H -1.266 5.998 -1.727 0.000
H -0.987 4.319 -1.377 0.057
H 1.176 5.790 -1.310 0.009
H 0.964 3.944 -3.613 0.009
H 1.563 3.466 -2.031 -0.008
H 3.150 3.034 -4.512 0.000
H 3.391 2.598 -2.783 -0.002
H 4.598 3.527 -3.731 0.000
H 0.714 7.539 -2.954 0.001
H 1.814 6.490 -3.557 0.001
C -3.874 3.592 1.428 0.085
C -4.266 2.100 1.065 -0.903
C -4.812 1.344 2.230 0.612
O -3.908 1.435 3.315 -1.200
C -4.463 1.125 4.558 1.761
N -5.162 2.119 -0.112 0.178
H -3.088 3.567 2.182 0.074
H -4.790 4.129 1.676 -0.031
H -3.464 3.958 0.487 0.010
H -3.416 1.555 0.654 -0.051
H -5.072 0.342 1.887 0.136
H -5.737 1.884 2.426 0.029
H -5.066 1.982 4.857 -0.082
H -3.661 0.956 5.277 -0.124
H -5.114 0.251 4.566 0.049
H -4.689 2.374 -0.967 0.036
H -5.853 2.840 0.039 -0.044

***

(3)
10
Properties=species:S:1:pos:R:3:nbo_charge:R:1 method="wB97M-V/def2-TZVPD" lumo_ev=0.0 molar_mass_g_mol=101.5 gap_ev=10.37 e_homo_ev=-10.3748
N 3.330 0.471 0.080 -0.283
C 2.210 0.339 -0.130 0.231
C 0.950 -0.213 -0.412 -0.331
C -0.139 0.452 0.079 -0.116
C -1.456 -0.281 0.190 -0.397
Cl -3.058 0.486 -0.296 -0.074
H 0.949 -1.256 -0.811 0.247
H 0.137 1.504 0.419 0.242
H -1.439 -0.391 1.347 0.248
H -1.483 -1.111 -0.466 0.233